Entry from the OMol25 dataset: a cluster of 2 separate species, C4H10N2O2 in total (ωB97M-V/def2-TZVPD).

Each line ends with the Löwdin charge.
Cartesian coordinates (Å):
H1 -1.821 0.423 -2.068  0.09
N1 -1.351 0.808 -1.252  0.01
C1 -1.367 -0.020 -0.215  -0.22
C2 -1.238 0.618 1.160  -0.47
O1 -0.580 1.852 1.119  0.01
O2 -0.534 -0.279 1.984  -0.01
H2 -1.953 -0.940 -0.223  0.14
H3 -2.253 0.767 1.569  0.15
H4 -0.633 2.191 0.211  0.08
H5 -0.419 0.136 2.847  0.10
H6 -0.007 0.807 -1.717  0.05
N2 1.123 0.403 -1.732  0.11
C3 1.171 -0.472 -0.883  -0.32
C4 2.254 -1.266 -0.250  -0.06
H7 0.062 -0.627 -0.302  0.10
H8 3.214 -1.027 -0.705  0.08
H9 2.281 -1.045 0.818  0.08
H10 2.052 -2.332 -0.363  0.08

The HOMO energy comes out at -9.464 eV. Its multiplicity is 1. As for the charge: 0. The relative energy (zero: lowest compared OMol25 entry of this formula, charge and spin) is 384.9 kJ/mol. The value obtained for the LUMO energy is 0.63 eV. The value obtained for the total energy is -418.31437 hartree. Its SMILES is [H]/N=C/C(O)O.[H]/N=C/C.